Record 1
Molecular formula: C10H23ClIO2P2Ti
Method: DFT, the ωB97M-V functional and the def2-TZVPD basis

Geometry (Å):
C1 -1.622 5.271 0.187
C2 -1.798 4.081 -0.702
H1 -2.152 6.127 -0.205
H2 -0.553 5.495 0.237
H3 -2.019 5.015 1.173
O1 -2.360 3.804 -1.722
I1 -0.453 2.307 0.478
Ti1 0.357 -0.480 0.309
P1 -1.652 -1.448 1.393
C3 -2.754 -2.632 0.528
C4 -1.647 -2.099 3.085
H4 -2.702 -2.091 3.385
H5 -3.563 -0.265 2.266
H6 -1.083 -1.463 3.765
H7 -2.266 0.925 1.818
H8 -2.238 -3.581 0.373
H9 -1.264 -3.118 3.109
C5 -2.794 -0.004 1.507
H10 -3.651 -2.812 1.133
H11 -3.243 0.173 0.520
H12 -3.046 -2.245 -0.448
P2 2.327 -0.137 -1.158
C6 2.458 -0.913 -2.814
C7 2.159 1.629 -1.662
H13 4.157 0.258 0.407
H14 4.619 0.318 -1.308
H15 4.377 -1.263 -0.510
C8 4.036 -0.230 -0.559
H16 1.851 2.280 -0.815
H17 3.155 1.952 -2.035
H18 3.328 -0.510 -3.345
H19 1.558 -0.728 -3.400
H20 1.391 1.703 -2.446
H21 2.577 -1.994 -2.715
C9 -0.482 -1.160 -1.350
O2 -0.880 -1.771 -2.284
Cl1 2.017 -1.857 2.201
C10 1.257 -2.440 0.703
H22 2.023 -2.809 -0.011
H23 0.573 -3.290 0.912

## Properties
Orbital gap (spin up / spin down) in eV: 6.54 / 6.54
LUMO energy (spin up / spin down) in eV: -13.2 / -13.2
Largest force on an atom in eV/A: 10.00
Spin multiplicity: 1
Charge: +3
Electronic energy in eV: -77123.40780

Atom charges from the Mulliken analysis, given in e for atoms 1 to 8:
1 C -0.905
2 C 0.566
3 H 0.343
4 H 0.380
5 H 0.380
6 O -0.200
7 I 0.055
8 Ti -0.562

Record 2
Molecular formula: C30H28BClI3N2O6Re
Method: DFT, the ωB97M-V functional and the def2-TZVPD basis

Geometry (Å):
Re1 -1.668 -0.244 0.428
Cl1 -7.732 0.184 3.627
C1 -6.131 -0.125 3.137
C2 -5.248 -0.416 4.147
C3 -3.876 -0.558 3.966
I1 -2.676 -0.960 5.574
C4 -3.326 -0.425 2.686
O1 -2.021 -0.308 2.393
C5 -4.283 -0.267 1.608
N1 -3.751 -0.376 0.311
C6 -4.574 -0.256 -0.792
C7 -5.897 0.042 -0.574
C8 -6.508 0.158 0.662
C9 -5.661 -0.106 1.813
H1 -5.721 -0.544 5.124
H2 -4.105 -0.419 -1.760
H3 -6.506 0.089 -1.483
H4 -7.572 0.401 0.738
N2 -2.049 4.123 0.404
C10 -1.569 2.841 0.456
O2 -2.389 1.862 0.432
C11 -0.068 2.631 0.654
C12 0.128 1.232 1.357
H5 -3.062 4.258 0.254
H6 -1.500 4.846 0.003
H7 0.376 3.394 1.328
H8 0.413 2.620 -0.342
H9 -0.660 1.054 2.111
H10 1.088 1.256 1.943
I2 -2.413 -1.058 -8.589
C13 -2.243 -0.568 -6.543
C14 -1.631 0.643 -6.224
C15 -1.435 1.043 -4.915
C16 -1.880 0.163 -3.896
C17 -2.307 -1.127 -4.176
C18 -2.513 -1.458 -5.512
C19 -1.643 0.474 -2.464
O3 -1.197 1.586 -2.154
O4 -1.891 -0.492 -1.567
H11 -1.256 1.317 -7.013
H12 -1.011 2.008 -4.631
H13 -2.504 -1.806 -3.342
H14 -2.954 -2.413 -5.796
C20 7.170 -1.803 0.938
C21 6.349 -0.638 1.596
C22 7.178 0.680 1.514
C23 6.046 -0.979 3.085
C24 5.019 -0.514 0.842
C25 4.985 -0.025 -0.485
C26 3.773 0.122 -1.189
C27 2.625 -0.292 -0.557
O5 1.310 0.058 -0.886
B1 0.542 -0.191 0.318
O6 1.371 -1.031 1.268
C28 2.655 -0.826 0.758
C29 3.819 -0.908 1.473
H15 8.110 -1.983 1.449
H16 7.437 -1.625 -0.100
H17 6.591 -2.708 1.013
H18 8.144 0.563 1.977
H19 6.646 1.455 2.041
H20 7.320 1.053 0.486
H21 6.977 -1.075 3.661
H22 5.496 -1.947 3.110
H23 5.411 -0.157 3.460
H24 5.938 0.356 -0.893
H25 3.751 0.628 -2.161
H26 3.735 -1.130 2.548
I3 -0.504 -3.535 -1.052
C30 -1.306 -2.351 0.500
H27 -0.842 -2.693 1.402
H28 -2.318 -2.801 0.502

## Properties
Orbital gap (spin up / spin down) in eV: 4.37 / 6.62
LUMO energy (spin up / spin down) in eV: 1.9 / 1.9
Largest force on an atom in eV/A: 3.17
Spin multiplicity: 4
⟨S²⟩: 3.801
ΔE to the lowest compared entry with this formula, charge and spin in kcal per mole: 1.57
Charge: -1
Electronic energy in eV: -86464.02285

Atom charges from the Mulliken analysis, given in e for atoms 1 to 8:
1 Re 0.791
2 Cl -0.299
3 C 0.757
4 C -0.518
5 C -0.530
6 I -0.005
7 C 0.225
8 O -0.452